Density functional theory data (the ωB97M-V functional and the def2-TZVPD basis) for a single C22H20N4O2 molecule at a distorted geometry.

Its net charge is 0. As for the highest occupied orbital energy: -8.33 eV. For the frontier orbital gap, the calculation gives 8.74 eV. The calculation puts the lowest unoccupied orbital energy at 0.01487 Ha. The energy relative to the best compared isomer or geometry (same formula, charge and spin) comes out at 3.2 kcal per mole. As for the SMILES: COc1ccc([C@@H]2CC(=O)C3=C(C2)Nc2ncnn2[C@H]3c2ccccc2)cc1.

Positions of all 48 atoms, in Å:
C -4.8456 -1.3817 0.0831
H -5.3400 -2.3134 0.3541
O -3.7421 -1.2692 0.9484
C -2.8974 -0.2158 0.7844
C -1.7734 -0.1958 1.6066
C -0.8352 0.8073 1.4948
C -0.9846 1.8375 0.5720
C -2.1355 1.8344 -0.2052
C -3.0779 0.8258 -0.1167
H -3.9443 0.8661 -0.7574
H -2.3152 2.6354 -0.9059
C 0.0455 2.9350 0.3716
C 0.4061 3.0584 -1.1122
C 0.9532 1.7450 -1.6370
O 0.8079 1.4104 -2.7972
C 1.6934 0.9475 -0.6724
C 1.9616 1.4031 0.5767
N 2.7903 0.7042 1.4168
C 3.5468 -0.3108 0.8956
N 4.6142 -0.8909 1.4039
C 4.9538 -1.7702 0.4338
N 4.1680 -1.7563 -0.6139
N 3.2623 -0.8142 -0.3186
C 2.1162 -0.4462 -1.1032
C 0.9391 -1.3813 -0.8779
C -0.0623 -1.4481 -1.8382
C -1.1742 -2.2437 -1.6326
C -1.2936 -2.9901 -0.4728
C -0.2975 -2.9281 0.4846
C 0.8093 -2.1206 0.2888
H 1.5762 -2.0836 1.0496
H -0.3816 -3.5091 1.3912
H -2.1589 -3.6156 -0.3127
H -1.9458 -2.2870 -2.3876
H 0.0311 -0.8658 -2.7419
H 2.3864 -0.4495 -2.1653
H 5.7980 -2.4216 0.5189
H 3.0672 1.0825 2.3094
C 1.3627 2.6689 1.1055
H 1.2160 2.5959 2.1848
H 2.0460 3.5061 0.9261
H -0.4434 3.3466 -1.7294
H 1.1778 3.8232 -1.2440
H -0.3773 3.8849 0.7207
H 0.0205 0.7630 2.1483
H -1.6475 -0.9918 2.3224
H -4.5290 -1.4295 -0.9635
H -5.5476 -0.5516 0.2136

Atom charges from the Mulliken analysis, given in e for atoms 1 to 8: number 1, C, carries -0.880; number 2, H, carries 0.256; number 3, O, carries -0.458; number 4, C, carries 0.726; number 5, C, carries -0.740; number 6, C, carries 0.135; number 7, C, carries -0.113; number 8, C, carries -0.754